# 1
A cluster of 8 separate species, C29H56N7O10 in total in a non-equilibrium geometry, computed with wB97M-V/def2-TZVPD.

As for the total charge: -1.

Each line ends with the Löwdin charge.
CARTESIAN COORDINATES (ANGSTROEM)
H 1.58 -1.04 -1.63  0.121
H 1.33 3.34 -0.71  0.084
O 0.95 0.97 0.75  -0.124
C 0.85 3.74 0.18  -0.050
H 1.70 9.68 -1.81  0.089
H 0.83 6.50 -0.13  0.063
H 2.83 -10.92 1.29  0.093
H -3.20 2.75 3.77  0.086
H -6.40 -6.28 3.70  0.088
H -5.39 0.04 -0.10  0.065
H -6.07 -5.13 5.03  0.080
H 6.85 3.92 -1.63  0.084
C 1.27 -6.41 -0.15  -0.043
H -1.41 1.14 -1.57  0.070
H 2.43 8.16 -1.22  0.080
H 4.32 7.68 -2.20  0.131
H -6.69 3.58 1.68  0.127
C -1.19 4.25 -1.01  -0.339
H -4.41 1.45 3.69  0.093
C -2.59 -2.06 -0.46  0.008
C 2.37 9.25 -4.46  -0.044
C -5.97 2.78 1.93  -0.351
N 0.21 -5.97 -1.04  -0.192
H 2.20 -6.55 -0.71  0.084
C 5.41 -9.06 1.72  -0.063
H -0.39 -5.47 -2.99  0.084
C 3.67 4.84 -1.40  -0.350
H -4.07 -3.58 4.71  0.086
H 5.46 3.76 -3.77  0.089
C 3.06 -9.88 1.54  -0.037
H 0.39 2.92 0.72  0.067
H 1.59 4.23 0.81  0.070
C 0.64 -0.55 -1.24  -0.120
H -3.80 -4.68 1.58  0.123
H 0.98 -7.34 0.32  0.076
C -0.10 6.06 0.23  -0.067
C -6.15 -5.24 3.95  -0.055
C -4.79 -4.97 1.97  -0.348
H 5.11 -8.17 2.29  0.091
C 0.92 -0.25 0.29  -0.657
H 5.96 5.45 -3.48  0.085
C -3.94 2.26 3.14  -0.027
H 5.38 -9.26 -0.83  0.129
H 1.04 8.10 -2.32  0.089
C 0.50 -5.80 -2.45  -0.058
H -3.92 5.01 2.82  0.086
O 3.51 -9.94 -1.19  0.010
H 0.84 -6.75 -2.87  0.085
O -1.32 -5.87 0.64  0.001
H -3.77 1.77 -1.01  0.090
N 4.31 -9.50 0.90  -0.203
O -0.39 -1.54 -1.33  -0.098
C -3.44 0.73 -0.84  -0.084
H 4.27 5.08 -3.88  0.082
H -4.73 -2.40 0.29  0.080
H 3.14 -9.77 2.62  0.088
H 5.63 3.18 -0.57  0.099
H -3.45 1.85 2.25  0.096
H -5.69 5.18 2.79  0.078
H 2.38 8.50 -5.26  0.093
C -3.78 -4.47 4.15  -0.056
H 5.69 -9.85 2.42  0.086
H 6.28 -8.81 1.11  0.082
O -5.69 -5.32 1.22  0.000
C 1.95 8.65 -2.07  -0.061
H -2.25 -3.13 -0.30  0.092
O 1.13 -1.21 1.06  -0.067
C -4.86 4.59 3.17  -0.071
H -0.12 6.08 1.32  0.088
C 4.40 -9.57 -0.45  -0.359
C -3.99 -1.67 -0.11  -0.072
H -1.92 5.03 -1.26  0.124
H 3.05 10.06 -4.74  0.091
H -1.75 -5.42 -1.29  0.132
C 5.15 4.73 -3.35  -0.064
C 4.07 8.11 -3.18  -0.360
H 1.36 9.64 -4.34  0.086
H 2.93 5.19 -2.15  0.137
C -1.02 -5.74 -0.53  -0.355
N 4.88 4.57 -1.93  -0.195
O -1.30 3.11 -1.42  -0.002
N -0.18 4.69 -0.22  -0.178
H -6.94 -4.59 3.57  0.090
H 2.26 -9.24 1.16  0.078
H -4.88 4.61 4.27  0.085
N -4.96 3.21 2.73  -0.201
O -6.10 1.65 1.53  0.011
O 3.38 4.73 -0.23  0.002
H -0.94 6.65 -0.15  0.076
C -2.09 0.34 -1.18  -0.007
N -4.89 -4.89 3.32  -0.202
C -1.65 -1.05 -1.00  -0.231
H -3.53 -5.27 4.84  0.084
H -2.91 -4.24 3.53  0.092
H 1.28 -5.05 -2.57  0.091
H 1.42 -5.65 0.62  0.100
N 2.83 8.65 -3.23  -0.197
O 4.86 8.08 -4.11  0.005
H 0.48 0.36 -1.88  0.108
C 5.94 4.10 -1.06  -0.041
H 6.13 4.85 -0.29  0.090
C -4.36 -0.28 -0.34  -0.126

# 2
A cluster of 14 separate species, C29H57BCl26NO in total in a non-equilibrium geometry, computed with wB97M-V/def2-TZVPD.

As for the total charge: +1.

Each line ends with the Löwdin charge.
CARTESIAN COORDINATES (ANGSTROEM)
H 1.65 -0.91 -2.00  0.178
H -0.76 1.77 2.51  0.066
C 1.62 -2.85 0.28  -0.118
H 0.86 2.23 3.21  0.093
Cl -8.77 -0.15 -6.20  0.508
C 5.21 4.54 1.23  -1.043
H -3.20 0.76 -1.89  0.110
H -8.10 -1.24 0.95  0.033
H -1.08 1.51 4.99  0.053
C -0.36 -0.72 -2.34  -0.139
H -1.70 1.25 -0.92  0.106
H 2.33 3.54 -10.16  0.030
C 1.70 2.12 -4.50  -1.031
H 3.06 1.92 5.25  0.010
C -0.61 -3.05 1.80  -0.303
H 0.48 -6.35 2.74  0.080
H 2.82 0.89 2.25  0.051
H 5.57 -5.12 2.23  0.030
C 0.31 -0.73 1.10  -0.127
C -1.78 -0.92 -1.66  -0.156
H -0.25 -2.74 4.05  0.093
H 7.05 6.87 3.38  -0.006
Cl -2.43 3.84 3.66  0.531
H -1.57 -1.69 3.38  0.072
Cl 0.94 2.69 -8.46  0.467
Cl 4.28 3.04 1.40  0.505
H -1.56 -5.04 1.69  0.113
N 0.80 -1.09 -1.43  -0.096
Cl 4.16 -6.27 0.73  0.515
H -0.17 -3.04 -1.03  0.136
H -7.53 -2.90 0.64  0.030
C -1.10 -2.73 3.30  -0.069
H 2.69 7.16 -1.40  0.030
Cl -4.03 1.92 2.15  0.651
C -3.66 2.57 3.75  -0.963
H -1.81 -1.68 -0.84  0.092
Cl 2.01 5.09 -0.50  0.487
Cl -8.28 -2.62 2.86  0.512
H -3.65 0.45 -6.73  0.035
H -3.95 -1.07 2.09  -0.017
Cl -2.02 -1.25 -6.84  0.509
C -2.45 0.42 -1.11  -0.147
H -0.46 -0.23 4.58  0.054
H 2.70 1.70 -4.61  -0.081
C 4.69 -4.86 1.65  -0.996
C 0.17 -5.30 3.04  -0.121
Cl -5.06 -5.26 4.93  0.504
C 3.19 2.78 5.90  -1.034
H 5.48 0.45 -6.52  0.036
B 0.95 0.22 2.27  -0.386
Cl -5.85 -1.55 1.62  0.653
Cl 3.36 1.37 -7.02  0.531
C -7.53 -2.07 1.35  -0.967
C 0.13 1.35 3.08  -0.144
Cl 6.65 8.82 4.64  0.527
H -2.46 -1.31 -2.48  0.084
Cl 4.10 -0.41 -4.81  0.528
H -3.30 -6.63 4.18  0.022
C -3.25 0.04 0.19  -0.167
H 4.67 5.35 1.71  -0.041
H 5.32 4.76 0.17  0.030
C 1.31 3.17 -10.12  -1.015
H -0.65 -5.42 3.82  0.020
H -0.23 0.40 -2.51  0.050
Cl -2.34 -5.45 5.98  0.523
Cl 6.80 4.39 1.96  0.547
Cl 2.11 4.07 5.36  0.504
C -3.01 -0.05 -6.01  -1.005
C 0.84 -2.55 -1.08  -0.094
H -1.47 -2.72 1.13  0.120
H -4.57 2.99 4.18  0.030
H -7.80 -2.29 -6.29  0.030
Cl 2.85 2.31 7.56  0.518
Cl -8.05 -1.90 -3.98  0.489
H 1.36 -2.24 2.43  0.115
Cl 1.63 6.09 -3.22  0.504
H -0.81 -0.65 1.21  0.116
H 5.62 6.71 4.43  0.029
Cl -4.03 -0.81 -4.77  0.550
Cl 0.22 4.45 -10.67  0.519
H -6.66 -1.07 -5.69  -0.034
O 2.35 0.10 2.62  0.056
H 1.06 -4.73 3.44  0.011
H -2.36 0.67 -5.53  -0.009
Cl 3.42 -4.29 2.74  0.591
C 0.89 -0.17 -0.26  -0.087
C 6.16 7.37 3.76  -1.038
C -7.68 -1.43 -5.65  -1.043
C -3.65 -6.30 5.15  -1.019
H 1.19 2.31 -10.77  0.031
C 1.81 6.53 -1.51  -1.000
Cl 1.41 2.47 -2.79  0.538
C 4.45 0.09 -6.47  -0.951
H -3.94 -7.16 5.75  0.029
H 1.63 3.04 -5.07  0.026
C -0.25 0.87 4.58  -0.071
H 1.83 -3.96 0.37  0.087
H -1.87 -3.51 3.59  0.072
Cl 5.12 7.77 2.39  0.527
H 4.34 -0.78 -7.13  0.036
H 1.98 0.07 -0.08  0.143
H 0.39 0.83 -0.46  0.123
H 1.43 -3.06 -1.91  0.150
H -3.29 1.77 4.38  0.020
C -0.49 -4.64 1.71  -0.199
H 0.65 1.07 5.25  0.069
C -3.74 -0.39 1.23  -0.298
C 0.74 -2.24 1.47  -0.225
Cl 0.52 0.97 -5.12  0.536
H 4.94 -4.06 0.95  0.025
H 0.92 7.06 -1.19  0.032
H -0.25 -1.24 -3.35  0.128
H 4.22 3.14 5.83  0.025
H 2.60 -2.28 0.22  0.127
H -0.01 -5.01 0.76  0.096

no.,gap between HOMO and LUMO (eV)
1,5.9
2,8.7